Run A
Formula: C2H8N3
Source: the OMol25 dataset
Level of theory: ωB97M-V/def2-TZVPD

The geometry in ORCA input format:
```
! RIJCOSX wB97M-V def2-TZVPD def2/J DEFGRID3
* xyz 1 1
C -1.632 -0.656 0.242
N -0.591 0.098 -0.316
C 0.747 0.228 -0.094
N 1.258 1.411 0.201
N 1.410 -0.888 -0.137
H -1.223 -1.725 0.315
H -1.911 -0.405 1.415
H -2.620 -0.498 -0.437
H -1.051 1.067 -0.361
H 1.844 1.805 -0.476
H 0.664 2.209 0.377
H 0.721 -1.679 -0.416
H 2.384 -0.966 -0.313
*
```

The SMILES is CNC(N)=[NH2+].

=====

Run B
Formula: C2H8N3
Source: the OMol25 dataset
Level of theory: ωB97M-V/def2-TZVPD

The geometry in ORCA input format:
```
! RIJCOSX wB97M-V def2-TZVPD def2/J DEFGRID3
* xyz 1 1
C 0.135 -2.352 0.788
N 0.548 -1.439 0.001
H -0.499 -2.048 1.647
H 0.435 -3.404 0.722
H 1.149 -1.767 -0.772
H -0.583 -0.194 -0.929
N 0.750 1.710 0.274
C -0.405 1.733 -0.375
N -1.035 0.744 -0.923
H 1.475 1.012 0.207
H 1.100 2.600 0.630
H -1.021 2.614 -0.216
H -2.051 0.790 -1.055
*
```

=====

Run C
Formula: C2H8N3
Source: the OMol25 dataset
Level of theory: ωB97M-V/def2-TZVPD

The geometry in ORCA input format:
```
! RIJCOSX wB97M-V def2-TZVPD def2/J DEFGRID3
* xyz 1 1
C 2.235 0.043 -0.064
N 0.873 0.524 0.041
C -0.143 -0.366 0.019
N -1.473 -0.454 -0.104
N -2.629 0.354 -0.133
H 2.969 1.021 -0.090
H 2.572 -0.629 0.797
H 2.335 -0.506 -0.968
H 0.785 1.492 0.253
H 0.260 -1.475 0.014
H -1.904 -1.445 -0.023
H -3.409 0.069 0.488
H -2.471 1.372 -0.230
*
```

The SMILES is C/[NH+]=C/NN.

=====

Run D
Formula: C2H8N3
Source: the OMol25 dataset
Level of theory: ωB97M-V/def2-TZVPD

The geometry in ORCA input format:
```
! RIJCOSX wB97M-V def2-TZVPD def2/J DEFGRID3
* xyz 1 1
C -0.359 -0.753 2.746
N -0.342 -0.173 1.608
H 0.352 -1.557 2.915
H -0.980 -0.400 3.565
H -1.261 0.246 1.461
H -1.373 0.316 -1.337
N 1.169 -0.077 -0.815
C 0.594 0.381 -1.900
N -0.683 0.667 -1.989
H 0.675 -0.357 0.060
H 2.074 0.355 -0.655
H 1.224 0.576 -2.751
H -1.092 0.778 -2.909
*
```

=====

run B is favored, and the nearest alternative lies 0.0136 hartree above it.

=====

Run A
Formula: C7H6O
Source: the OMol25 dataset
Level of theory: ωB97M-V/def2-TZVPD

The geometry in ORCA input format:
```
! RIJCOSX wB97M-V def2-TZVPD def2/J DEFGRID3
* xyz 0 1
C 2.465 -1.330 0.034
C 1.440 -0.492 -0.148
C 1.729 0.882 -0.011
C -0.019 -0.726 0.133
C -1.065 0.038 -0.147
C -2.492 -0.188 0.009
C -3.734 -0.079 -0.038
H 3.520 -1.017 -0.159
H 1.931 -2.211 -0.288
H 2.752 1.078 -0.041
H -0.377 -1.783 0.788
H -1.080 1.238 -0.753
H -4.712 -0.311 0.262
O 1.003 1.796 0.150
*
```

=====

Run B
Formula: C7H6O
Source: the OMol25 dataset
Level of theory: ωB97M-V/def2-TZVPD

The geometry in ORCA input format:
```
! RIJCOSX wB97M-V def2-TZVPD def2/J DEFGRID3
* xyz 0 1
C -1.523 0.472 2.542
C -1.403 0.903 1.389
C -1.033 0.893 -0.100
C 0.565 0.865 -0.070
C 0.254 -0.175 -1.260
C 1.176 -1.406 -1.266
C 1.574 -2.530 -0.805
H -1.818 0.212 3.447
H -1.334 1.836 -0.722
H 1.141 1.859 -0.016
H 0.884 0.333 0.963
H 0.383 0.346 -2.293
H 2.215 -3.418 -0.904
O -1.079 -0.192 -0.905
*
```

=====

run A is favored, and the nearest alternative lies 0.0346 hartree above it.

=====

Run A
Formula: C10H19ClOSi
Source: the OMol25 dataset
Level of theory: ωB97M-V/def2-TZVPD

The geometry in ORCA input format:
```
! RIJCOSX wB97M-V def2-TZVPD def2/J DEFGRID3
* xyz 0 1
C -3.810 -1.166 -0.156
C -3.094 0.028 -0.737
C -2.991 1.263 -0.011
C -2.340 1.001 1.274
C -1.034 0.449 1.010
C -0.056 0.169 0.334
C 1.106 -0.636 -0.014
C 1.070 -0.877 -1.405
O 0.505 -0.478 -2.367
Si 3.204 0.122 -0.028
C 4.033 -1.587 -0.157
C 3.180 1.255 1.536
H -4.060 -1.841 -0.980
H -3.075 -1.561 0.596
H -4.732 -0.953 0.292
H -2.158 -0.411 -0.937
H -3.616 0.135 -1.722
H -2.543 2.049 -0.661
H -3.986 1.488 0.287
H -2.279 1.941 1.839
H -2.964 0.294 1.869
H 1.430 -1.405 0.735
H 1.762 -1.691 -1.536
H 3.675 0.694 -1.205
H 4.377 -1.876 0.776
H 3.284 -2.409 -0.218
H 4.774 -1.682 -0.966
H 4.137 1.638 2.004
H 2.405 2.105 1.471
H 2.652 0.562 2.366
Cl 0.652 2.327 -1.285
H 0.492 1.055 -2.003
*
```

The SMILES is CCCCC#C[C@@H](C=O)[SiH](C)C.Cl.

=====

Run B
Formula: C10H19ClOSi
Source: the OMol25 dataset
Level of theory: ωB97M-V/def2-TZVPD

The geometry in ORCA input format:
```
! RIJCOSX wB97M-V def2-TZVPD def2/J DEFGRID3
* xyz 0 1
C 2.700 0.547 1.142
C 2.347 0.253 0.024
C -3.623 -2.012 -0.044
C 1.616 -1.521 -1.553
C 3.164 0.871 2.481
C -2.933 -0.656 0.039
C -0.739 0.586 0.250
C 1.848 -0.073 -1.235
C -0.268 0.860 -1.144
C -1.455 -0.755 0.393
O 2.122 0.938 3.432
Si 0.207 2.620 -1.566
Cl -1.289 -1.339 2.084
H -4.678 -1.883 -0.275
H -3.540 -2.542 0.901
H -3.173 -2.624 -0.824
H 1.244 -2.059 -0.684
H 2.558 -1.986 -1.856
H 0.914 -1.634 -2.376
H 3.921 0.127 2.784
H 3.630 1.862 2.480
H -3.007 -0.149 -0.927
H -3.434 -0.033 0.783
H 0.123 0.630 0.927
H -1.418 1.381 0.579
H 2.221 0.527 -2.055
H -0.701 0.233 -1.911
H -0.967 -1.519 -0.217
H 1.617 0.116 3.408
H -0.939 3.532 -1.450
H 0.683 2.651 -2.951
H 1.249 3.053 -0.637
*
```

=====

run B is favored, and the nearest alternative lies 0.0220 hartree above it.

=====

Run A
Formula: C10H30O5S5
Source: the OMol25 dataset
Level of theory: ωB97M-V/def2-TZVPD

The geometry in ORCA input format:
```
! RIJCOSX wB97M-V def2-TZVPD def2/J DEFGRID3
* xyz 0 1
C -40.941 -12.745 -47.418
S -40.672 -12.155 -45.702
O -39.670 -11.094 -45.814
C -42.313 -11.369 -45.477
H -41.588 -13.611 -47.352
H -39.986 -13.024 -47.659
H -41.520 -12.068 -47.991
H -42.469 -10.406 -45.971
H -42.617 -11.317 -44.509
H -43.111 -12.086 -45.854
C -44.034 -12.111 -49.885
S -45.744 -12.452 -49.820
O -45.825 -13.707 -50.629
C -45.940 -13.076 -48.080
H -43.588 -12.972 -49.515
H -43.743 -11.398 -49.356
H -43.794 -11.951 -50.863
H -45.610 -12.159 -47.535
H -45.477 -14.012 -48.010
H -46.853 -13.199 -47.586
C -39.189 -16.190 -46.144
S -37.688 -15.346 -46.040
O -37.704 -14.144 -47.040
C -37.937 -14.527 -44.520
H -39.352 -16.829 -45.471
H -39.139 -16.801 -47.047
H -39.888 -15.371 -46.206
H -38.180 -15.238 -43.822
H -38.677 -14.019 -44.083
H -37.134 -13.990 -44.085
C -42.921 -13.593 -42.236
S -42.421 -15.146 -42.748
O -41.428 -14.981 -43.912
C -41.265 -15.397 -41.381
H -42.091 -13.129 -41.870
H -43.633 -13.877 -41.174
H -43.543 -13.063 -43.046
H -40.715 -14.519 -41.517
H -40.599 -16.286 -41.301
H -42.075 -15.253 -40.525
C -36.623 -10.866 -48.035
S -35.497 -11.916 -47.184
O -34.219 -11.557 -47.864
C -35.764 -11.067 -45.665
H -36.085 -9.853 -48.264
H -37.597 -10.847 -47.510
H -36.446 -11.404 -49.075
H -36.806 -11.135 -45.556
H -35.261 -10.146 -45.617
H -35.321 -11.724 -44.666
*
```

=====

Run B
Formula: C10H30O5S5
Source: the OMol25 dataset
Level of theory: ωB97M-V/def2-TZVPD

The geometry in ORCA input format:
```
! RIJCOSX wB97M-V def2-TZVPD def2/J DEFGRID3
* xyz 0 1
C -0.677 1.236 -0.194
S 0.087 -0.131 -1.132
O 0.812 0.573 -2.212
C 1.531 -0.462 0.021
H -0.676 0.920 0.851
H -1.678 1.515 -0.518
H -0.057 2.131 -0.256
H 1.979 0.500 0.275
H 2.384 -0.942 -0.461
H 1.204 -1.043 0.882
C -4.555 0.908 -1.334
S -6.367 0.835 -1.366
O -6.686 1.289 0.025
C -6.714 2.238 -2.464
H -4.334 0.004 -0.767
H -4.201 1.857 -0.939
H -4.154 0.739 -2.335
H -6.721 1.950 -3.517
H -5.895 2.959 -2.469
H -7.653 2.679 -2.137
C -2.056 -2.803 0.718
S -1.173 -2.000 2.087
O -2.002 -0.836 2.613
C -1.383 -3.339 3.274
H -1.343 -3.485 0.254
H -2.281 -2.074 -0.060
H -2.972 -3.220 1.132
H -1.032 -3.136 4.284
H -0.835 -4.229 2.963
H -2.455 -3.533 3.330
C 2.837 3.778 1.457
S 4.578 4.442 1.538
O 4.950 4.818 0.144
C 4.097 6.002 2.381
H 2.962 2.794 1.007
H 2.175 4.431 0.892
H 2.500 3.756 2.493
H 4.253 6.869 1.740
H 4.481 6.124 3.396
H 3.044 6.116 2.654
C 2.458 -4.052 -2.759
S 4.289 -3.766 -2.501
O 4.312 -2.267 -2.382
C 4.226 -4.408 -0.767
H 1.957 -5.002 -2.565
H 2.152 -3.912 -3.798
H 1.991 -3.246 -2.194
H 3.440 -5.161 -0.772
H 3.968 -3.685 0.007
H 5.237 -4.730 -0.521
*
```

=====

run B is favored, and the nearest alternative lies 0.1762 hartree above it.